Entry 1:
Computed, not measured: 4 unconnected molecules or ions with the total composition C4H16O4 at a distorted geometry, with ωB97M-V/def2-TZVPD.

Geometry as XYZ:
```
24
Properties=species:S:1:pos:R:3:nbo_charge:R:1
C 0.93 -1.17 -2.44 -0.60
C 1.55 -1.02 -1.02 -0.41
C 1.86 0.42 -0.62 -0.46
C 1.06 1.00 0.54 -0.08
O -0.08 1.72 0.02 -0.75
H 0.01 -0.60 -2.51 0.20
H 0.74 -2.23 -2.58 0.20
H 1.60 -0.78 -3.20 0.20
H 0.69 -1.43 -0.47 0.19
H 2.33 -1.70 -0.70 0.21
H 2.94 0.58 -0.63 0.21
H 1.60 1.11 -1.43 0.22
H 1.69 1.70 1.10 0.17
H 0.66 0.36 1.32 0.19
H -0.76 1.05 0.13 0.48
O -2.33 2.52 0.99 -0.97
H -2.06 2.11 1.82 0.48
H -1.47 2.80 0.62 0.49
O -1.85 -1.74 0.74 -0.95
H -2.07 -1.67 -0.20 0.48
H -2.50 -2.34 1.13 0.48
O -1.46 0.06 2.53 -1.00
H -2.18 -0.15 1.94 0.51
H -0.90 -0.59 2.93 0.49
```

Properties
DFT total energy = -462.9101 a.u.
relative energy (zero: lowest compared OMol25 entry of this formula, charge and spin) = 136.3 kJ/mol
gap between HOMO and LUMO = 0.379 hartree
structure (SMILES) = CCCCO.O.O.O



Entry 2:
Computed, not measured: 4 unconnected molecules or ions with the total composition C4H16O4 at a distorted geometry, with ωB97M-V/def2-TZVPD.

Geometry as XYZ:
```
24
Properties=species:S:1:pos:R:3:nbo_charge:R:1
C 5.93 1.51 -1.13 -0.25
O 4.67 1.92 -1.59 -0.72
H 6.82 1.80 -1.69 0.17
H 6.03 1.77 -0.07 0.18
H 5.92 0.43 -1.04 0.16
H 4.56 1.60 -2.48 0.47
C -0.58 1.73 -0.24 -0.25
O 0.04 0.47 -0.02 -0.73
H -1.59 1.74 0.16 0.18
H -0.16 2.55 0.34 0.16
H -0.44 2.00 -1.29 0.17
H 0.89 0.59 0.41 0.47
C 0.08 -3.84 -2.37 -0.25
O 0.12 -5.22 -2.78 -0.72
H -0.04 -3.88 -1.29 0.19
H 1.02 -3.32 -2.55 0.16
H -0.75 -3.34 -2.87 0.17
H 0.21 -5.18 -3.73 0.46
C -5.12 1.02 3.91 -0.24
O -6.40 0.72 4.38 -0.71
H -5.04 1.24 2.84 0.16
H -4.88 1.93 4.46 0.16
H -4.43 0.21 4.15 0.18
H -6.85 1.56 4.49 0.46
```

Properties
DFT total energy = -462.8523 a.u.
relative energy (zero: lowest compared OMol25 entry of this formula, charge and spin) = 288.0 kJ/mol
gap between HOMO and LUMO = 0.401 hartree
structure (SMILES) = CO.CO.CO.CO



Entry 3:
Computed, not measured: a molecular structure, C4H17GaN2O4P3Sr at a distorted geometry, with ωB97M-V/def2-TZVPD.

Geometry as XYZ:
```
32
Properties=species:S:1:pos:R:3:nbo_charge:R:1
C 3.59 -2.09 0.57 -0.63
C 3.28 -0.98 -0.63 -0.42
C 3.01 0.54 -0.06 -0.42
C 1.78 1.34 -0.85 -0.22
N 0.53 0.50 -0.96 -1.08
Ga -1.10 1.52 -0.70 0.89
P -2.80 0.27 -1.81 -0.40
P -3.02 -1.68 -0.87 1.92
O -2.08 -1.91 0.39 -1.11
O -2.57 -2.89 -2.08 -0.93
O -4.68 -2.06 -0.41 -0.98
P -1.81 1.65 1.55 0.43
N -0.82 0.57 2.60 -1.08
O -1.59 3.33 2.07 -1.09
H 4.50 -1.79 1.25 0.21
H 2.61 -2.10 1.25 0.20
H 3.73 -3.17 0.13 0.22
H 4.16 -0.99 -1.42 0.21
H 2.34 -1.41 -1.21 0.21
H 2.83 0.54 1.12 0.20
H 3.99 1.16 -0.28 0.21
H 1.62 2.41 -0.41 0.18
H 2.18 1.50 -1.97 0.18
H 0.51 0.14 -1.96 0.38
H -1.08 2.98 -1.35 -0.26
H -4.01 0.99 -1.49 0.04
H -2.63 -2.36 -2.95 0.50
H -4.65 -2.66 0.40 0.51
H -1.46 0.35 3.41 0.35
H -0.78 -0.35 2.06 0.45
H -1.91 3.92 1.32 0.52
Sr -3.68 2.71 3.29 1.80
```

Properties
DFT total energy = -3552.3335 a.u.
gap between HOMO and LUMO = 0.160 hartree
total charge = +1



Entry 4:
Computed, not measured: a molecular structure, C4H17LiNO4 at a distorted geometry, with ωB97M-V/def2-TZVPD.

Geometry as XYZ:
```
27
Properties=species:S:1:pos:R:3:nbo_charge:R:1
Li 2.99 -0.41 -1.47 0.99
O 4.37 -3.33 -0.51 -0.97
H 4.54 -3.40 0.43 0.48
H 5.05 -3.86 -0.92 0.49
O 4.41 2.31 -1.19 -0.98
H 4.14 3.21 -1.38 0.49
H 5.15 2.40 -0.59 0.49
O 2.21 -0.85 -4.54 -0.97
H 1.58 -1.36 -5.05 0.49
H 2.52 -0.17 -5.14 0.48
C -1.85 0.88 -0.78 -0.62
C -1.12 0.75 0.59 -0.07
C -2.05 0.91 1.81 -0.08
O -3.20 -0.01 1.76 -0.56
C -3.91 -0.21 2.99 -0.27
N -0.51 -0.57 0.54 -0.85
H -1.13 0.88 -1.60 0.20
H -2.50 1.75 -0.89 0.23
H -2.47 0.04 -1.09 0.22
H -0.32 1.47 0.71 0.18
H -2.40 1.94 1.82 0.18
H -1.52 0.84 2.76 0.17
H -4.47 0.60 3.46 0.19
H -3.21 -0.78 3.61 0.17
H -4.66 -0.99 2.89 0.20
H -1.32 -1.12 0.31 0.36
H -0.28 -0.94 1.45 0.36
```

Properties
DFT total energy = -525.6025 a.u.
relative energy (zero: lowest compared OMol25 entry of this formula, charge and spin) = 300.8 kJ/mol
gap between HOMO and LUMO = 0.292 hartree
total charge = +1



Entry 5:
Computed, not measured: 3 unconnected molecules or ions with the total composition C4H17N2O2 at a distorted geometry, with ωB97M-V/def2-TZVPD.

Geometry as XYZ:
```
25
Properties=species:S:1:pos:R:3:nbo_charge:R:1
C -1.29 -1.03 0.58 -0.24
N -0.97 -2.45 0.66 -0.88
C -0.41 -0.30 -0.53 -0.27
N 0.87 -1.01 -0.62 -0.50
C 1.86 -0.76 0.49 -0.21
C 2.59 0.54 0.28 -0.65
H -2.34 -0.86 0.40 0.23
H -0.99 -0.52 1.46 0.19
H -1.70 -2.97 0.22 0.39
H -0.76 -2.76 1.60 0.39
H -0.95 -0.35 -1.47 0.23
H -0.39 0.75 -0.26 0.27
H 0.71 -2.02 -0.64 0.46
H 1.33 -0.81 -1.48 0.43
H 2.53 -1.61 0.52 0.22
H 1.32 -0.78 1.39 0.21
H 1.84 1.33 0.23 0.24
H 3.21 0.82 1.13 0.25
H 3.18 0.58 -0.63 0.22
H -3.51 2.07 -0.93 0.48
H -3.85 0.99 -1.89 0.48
O -3.17 1.24 -1.25 -0.95
H -0.10 3.68 -0.33 0.49
H 0.68 3.26 0.95 0.48
O 0.32 2.95 0.12 -0.97
```

Properties
DFT total energy = -422.3582 a.u.
relative energy (zero: lowest compared OMol25 entry of this formula, charge and spin) = 90.6 kJ/mol
gap between HOMO and LUMO = 0.404 hartree
total charge = +1



Entry 6:
Computed, not measured: 5 unconnected molecules or ions with the total composition C4H17N2O6 at a distorted geometry, with ωB97M-V/def2-TZVPD.

Geometry as XYZ:
```
29
Properties=species:S:1:pos:R:3:nbo_charge:R:1
O 0.82 -1.75 0.02 -0.71
C -0.29 -1.21 0.04 0.68
N -1.08 -1.17 -1.02 -0.62
C -0.63 -1.39 -2.44 0.14
O -1.22 -0.54 -3.28 -0.92
C -0.85 -0.64 1.32 -0.29
N 0.19 -0.23 2.23 -0.65
C 0.13 -0.55 3.62 -0.39
H -2.02 -0.81 -0.93 0.38
H 0.48 -1.36 -2.38 0.13
H -0.85 -2.46 -2.63 0.09
H -1.49 0.22 1.06 0.17
H -1.56 -1.29 1.84 0.19
H 1.10 -0.15 1.79 0.39
H 0.48 0.30 4.21 0.18
H -0.91 -0.74 3.91 0.18
H 0.72 -1.43 3.91 0.17
H -0.65 3.84 -1.80 0.49
H -1.04 2.84 -0.80 0.48
O -0.85 3.78 -0.85 -0.97
H 3.10 -1.23 2.19 0.45
H 2.49 -1.77 0.91 0.51
O 3.19 -1.97 1.58 -0.97
H 0.71 1.50 -1.62 0.50
H 0.95 2.22 -0.27 0.47
O 1.05 1.36 -0.72 -0.99
H -1.04 0.96 -2.93 0.51
H -0.31 1.76 -3.94 0.47
O -0.61 1.90 -3.03 -1.07
```

Properties
DFT total energy = -723.6172 a.u.
relative energy (zero: lowest compared OMol25 entry of this formula, charge and spin) = 210.4 kJ/mol
gap between HOMO and LUMO = 0.280 hartree
total charge = -1



Entry 7:
Computed, not measured: C4H17N7 in the gas phase at a distorted geometry, with ωB97M-V/def2-TZVPD.

Geometry as XYZ:
```
28
Properties=species:S:1:pos:R:3:nbo_charge:R:1
C 2.56 -1.31 -0.33 -0.41
N 2.18 -0.34 0.62 -0.50
N 0.90 0.36 0.22 -0.06
N 1.05 1.77 0.46 -0.50
C 1.55 2.52 -0.66 -0.42
N -0.13 -0.25 1.05 -0.40
N -1.44 -0.49 0.19 0.01
N -1.22 -1.56 -0.62 -0.46
C -1.16 -2.86 0.14 -0.42
N -1.84 0.71 -0.48 -0.50
C -3.05 1.45 -0.10 -0.40
H 2.62 -0.71 -1.23 0.21
H 3.58 -1.84 0.05 0.20
H 1.80 -2.05 -0.36 0.17
H 1.91 -0.74 1.59 0.35
H 1.53 2.04 1.25 0.34
H 1.12 3.50 -0.70 0.20
H 2.62 2.55 -0.54 0.19
H 1.07 1.92 -1.52 0.20
H -0.43 0.35 1.84 0.35
H -0.58 -1.52 -1.36 0.34
H -1.11 -3.81 -0.31 0.21
H -0.31 -2.89 0.81 0.17
H -1.96 -2.87 0.80 0.20
H -1.12 1.25 -0.96 0.36
H -2.93 2.48 -0.29 0.20
H -4.03 1.16 -0.52 0.18
H -3.20 1.18 0.94 0.19
```

Properties
DFT total energy = -545.6115 a.u.
relative energy (zero: lowest compared OMol25 entry of this formula, charge and spin) = 232.6 kJ/mol
gap between HOMO and LUMO = 0.345 hartree
structure (SMILES) = CNN(NC)NN(NC)NC



Entry 8:
Computed, not measured: a molecular structure, C4H17NO3 at a distorted geometry, with ωB97M-V/def2-TZVPD.

Geometry as XYZ:
```
25
Properties=species:S:1:pos:R:3:nbo_charge:R:1
C 0.05 1.77 1.97 -0.63
C 0.67 1.10 0.73 -0.27
N -0.31 1.09 -0.34 -0.63
C 0.15 0.31 -1.57 -0.22
C -0.98 0.16 -2.61 -0.62
H 0.61 1.73 2.95 0.23
H -0.03 2.83 1.70 0.20
H -1.04 1.38 2.12 0.22
H 0.85 0.01 1.02 0.26
H 1.58 1.48 0.31 0.19
H -0.62 1.99 -0.70 0.38
H 0.49 -0.60 -1.25 0.23
H 0.95 0.84 -2.07 0.18
H -1.51 1.10 -3.03 0.20
H -1.73 -0.49 -2.25 0.21
H -0.52 -0.31 -3.48 0.22
H 2.65 -2.74 -0.22 0.46
H 1.45 -2.05 0.54 0.50
O 2.13 -1.92 -0.27 -1.02
H -1.19 0.14 0.25 0.51
H -1.77 -1.68 0.49 0.50
O -1.76 -0.69 0.67 -1.00
H -0.84 -1.36 1.27 0.50
H 0.47 -2.28 2.31 0.48
O 0.25 -1.81 1.46 -1.09
```

Properties
DFT total energy = -442.9942 a.u.
relative energy (zero: lowest compared OMol25 entry of this formula, charge and spin) = 218.0 kJ/mol
gap between HOMO and LUMO = 0.392 hartree



Number 1: E_LUMO 0.0077 Ha. Number 2: E_LUMO 0.0217 Ha. Number 3: E_LUMO -0.2227 Ha. Number 4: E_LUMO -0.1476 Ha. Number 5: E_LUMO -0.0932 Ha. Number 6: E_LUMO 0.1212 Ha. Number 7: E_LUMO 0.0414 Ha. Number 8: E_LUMO 0.0279 Ha.